Record 1
Density functional theory data (the ωB97M-V functional and the def2-TZVPD basis) for a single C4H9NO2 molecule in a non-equilibrium geometry.

The geometry in XYZ format:
```
16
Properties=species:S:1:pos:R:3:forces:R:3:nbo_charge:R:1
O -2.1841 -0.5873 -0.9162 -1.78 1.46 1.06 -0.692
O -3.0995 0.9988 0.3726 0.41 -0.52 0.07 -0.549
N 0.4350 -0.2851 -0.1160 -3.21 2.03 1.12 -0.464
C 0.8555 0.5399 -1.2876 -0.41 -2.06 -0.79 -0.437
C 1.5471 -0.5122 0.7044 0.91 -3.43 2.27 -0.435
C -0.8942 0.2550 1.0085 2.12 -0.93 -2.98 -0.332
C -2.1714 0.2645 0.1738 0.43 0.45 -1.36 0.759
H 1.1243 -1.1561 1.5755 1.17 1.19 -0.99 0.195
H 2.1846 -1.2483 0.1609 0.04 0.51 0.26 0.198
H -1.0802 -0.6201 1.6867 1.03 1.03 -0.20 0.236
H 0.0352 1.0382 -1.8134 0.11 -0.14 0.27 0.220
H 1.6689 1.2019 -1.0872 0.34 0.94 0.52 0.182
H 2.2485 0.2631 1.1059 -0.97 0.12 -0.41 0.177
H -1.4517 -1.1767 -0.9655 1.52 -0.50 0.36 0.503
H -0.5530 1.2447 1.4097 -0.81 -1.16 -0.04 0.239
H 1.3349 -0.2202 -2.0119 -0.89 1.00 0.85 0.201
```
Positions in Å, forces in eV/Å.

The calculation puts the LUMO energy at 0.70 eV. Its total charge is 0. Its relative energy (zero: lowest compared OMol25 entry of this formula, charge and spin) is 295.7 kJ/mol. The HOMO energy comes out at -0.3379 Eh. The total energy is -9876.9961 eV. As for the SMILES: CN(C)CC(=O)O.



Record 2
Density functional theory data (the ωB97M-V functional and the def2-TZVPD basis) for a single C4H9NO2 molecule in a non-equilibrium geometry.

The geometry in XYZ format:
```
16
Properties=species:S:1:pos:R:3:forces:R:3:nbo_charge:R:1
O 2.3233 0.3774 -1.0538 0.45 -0.47 0.23 -0.639
O 1.5035 2.4624 -0.8656 -0.48 -0.05 0.32 -0.711
N 0.1946 0.7831 -0.2583 -1.50 0.58 0.91 -0.650
C 0.1896 -1.6270 0.1576 2.20 -1.51 0.85 -0.646
C 1.4254 1.1027 -0.7230 -0.39 -0.03 0.04 0.880
C -1.8642 -0.2547 0.3306 -0.58 0.29 1.82 -0.620
C -0.3809 -0.3179 0.6158 1.10 0.62 -2.60 -0.031
H -0.1250 -2.4992 0.7402 -0.60 0.28 -0.03 0.214
H -2.3645 -1.0612 0.8739 0.04 -0.34 -0.53 0.219
H -0.0595 -0.0237 1.6121 -0.42 -0.56 0.37 0.201
H 1.2778 -1.6619 0.3375 -0.20 0.39 0.10 0.234
H -2.3320 0.6120 0.8191 0.23 0.25 -0.46 0.206
H -2.0573 -0.2420 -0.7346 -0.09 -0.23 -0.06 0.229
H 0.1858 -1.9077 -0.8939 -0.85 0.56 -0.18 0.232
H -0.3517 1.6090 -0.0258 0.44 0.03 -0.39 0.387
H 2.4353 2.6486 -0.9319 0.64 0.19 -0.39 0.495
```
Positions in Å, forces in eV/Å.

The calculation puts the LUMO energy at 0.80 eV. Its total charge is 0. Its relative energy (zero: lowest compared OMol25 entry of this formula, charge and spin) is 63.2 kJ/mol. The HOMO energy comes out at -0.3651 Eh. The total energy is -9879.4051 eV. As for the SMILES: CC(C)NC(=O)O.



Record 3
Density functional theory data (the ωB97M-V functional and the def2-TZVPD basis) for a single C4H9NO2 molecule.

The geometry in XYZ format:
```
16
Properties=species:S:1:pos:R:3:forces:R:3:nbo_charge:R:1
O -0.2028 -0.8118 0.8164 -0.13 0.03 0.14 -0.491
O -1.1566 0.6603 2.2403 0.14 -0.49 -0.16 -0.609
N -1.6777 -1.6354 2.3081 0.07 0.21 0.13 -0.880
C 0.5458 0.2244 0.1592 0.07 0.15 -0.10 -0.077
C 1.2183 1.0083 -2.1512 0.04 0.05 -0.01 -0.608
C -1.0154 -0.4621 1.8146 -0.04 0.19 0.08 0.892
C 0.4274 -0.0098 -1.3359 -0.05 -0.04 0.00 -0.414
H 1.5872 0.1325 0.4937 -0.19 0.06 -0.04 0.182
H 0.8749 2.0302 -1.9545 0.04 -0.14 -0.02 0.206
H 0.7694 -1.0279 -1.5562 -0.04 0.14 0.01 0.207
H 0.1561 1.2017 0.4612 0.09 -0.16 -0.07 0.208
H -1.6122 -1.5927 3.3190 0.03 0.01 0.12 0.379
H 2.2871 0.9652 -1.9145 -0.13 0.00 -0.03 0.204
H -2.6709 -1.5325 2.1281 -0.05 -0.03 -0.20 0.381
H -0.6342 0.0328 -1.6058 0.12 -0.01 0.02 0.204
H 1.1037 0.8167 -3.2225 0.04 0.04 0.16 0.217
```
Positions in Å, forces in eV/Å.

The calculation puts the LUMO energy at 0.92 eV. Its total charge is 0. Its relative energy (zero: lowest compared OMol25 entry of this formula, charge and spin) is 74.2 kJ/mol. The HOMO energy comes out at -0.3697 Eh. The total energy is -9879.2914 eV. As for the SMILES: CCCOC(N)=O.



Record 4
Density functional theory data (the ωB97M-V functional and the def2-TZVPD basis) for 2 unconnected molecules or ions with the total composition C4H9NO2.

The geometry in XYZ format:
```
16
Properties=species:S:1:pos:R:3:forces:R:3:nbo_charge:R:1
O 1.9696 0.4857 1.1582 0.22 -0.21 -0.35 -0.634
O -0.6535 -1.8047 -0.7113 -0.34 0.32 0.19 -0.561
N 2.1322 -0.9342 -0.6243 -0.06 0.00 0.05 -0.828
C 2.6028 -0.0149 0.2431 0.00 0.08 0.11 0.528
C -1.4961 -1.0535 -0.2636 0.14 -0.17 -0.08 0.475
C -1.2407 0.0834 0.6821 0.09 -0.05 0.02 -0.538
C -1.4997 1.4214 -0.0239 -0.02 0.08 -0.04 -0.598
H -1.4062 2.2438 0.6900 -0.02 -0.12 -0.10 0.226
H 1.1762 -1.2834 -0.5545 0.15 0.05 0.00 0.428
H -0.7640 1.5843 -0.8183 -0.12 -0.03 0.10 0.213
H -1.9357 -0.0259 1.5256 0.08 0.00 -0.11 0.221
H -2.5525 -1.1818 -0.5831 0.09 0.01 0.02 0.107
H -0.2106 0.0473 1.0535 -0.23 -0.03 -0.05 0.266
H 2.7240 -1.2954 -1.3540 -0.02 0.09 0.13 0.391
H 3.6568 0.2612 0.0462 -0.12 -0.01 0.04 0.102
H -2.5026 1.4667 -0.4657 0.15 -0.01 0.07 0.203
```
Positions in Å, forces in eV/Å.

The calculation puts the LUMO energy at 0.91 eV. Its total charge is 0. Its relative energy (zero: lowest compared OMol25 entry of this formula, charge and spin) is 90.4 kJ/mol. The HOMO energy comes out at -0.3590 Eh. The total energy is -9879.1236 eV. As for the SMILES: CCC=O.NC=O.



Record 5
Density functional theory data (the ωB97M-V functional and the def2-TZVPD basis) for a single C4H9NO2 molecule.

The geometry in XYZ format:
```
16
Properties=species:S:1:pos:R:3:forces:R:3:nbo_charge:R:1
O 0.5707 1.2720 0.2714 0.09 0.08 -0.02 -0.545
O -1.8089 -1.5663 -0.1420 0.09 0.20 -0.37 -0.623
N -0.2297 -0.5619 -1.4600 -0.15 0.04 0.06 -0.602
C 0.9043 -0.9871 -0.6679 0.07 -0.14 0.03 -0.271
C 1.3953 0.1347 0.3032 0.18 -0.11 0.05 -0.078
C -0.5356 1.2080 1.1506 -0.22 0.09 0.19 -0.268
C -1.4993 -0.7952 -1.0317 -0.05 -0.15 0.07 0.528
H 0.5836 -1.8748 -0.1206 0.06 0.13 -0.03 0.232
H -1.0573 0.2457 1.1121 0.13 0.16 0.02 0.192
H -2.2476 -0.1949 -1.5798 0.05 -0.14 -0.04 0.116
H -0.2195 1.3871 2.1864 0.01 0.02 -0.08 0.170
H 1.7141 -1.2850 -1.3417 -0.09 0.06 0.13 0.201
H 1.4691 -0.2644 1.3250 -0.01 0.06 -0.13 0.174
H 2.3939 0.4772 0.0111 -0.16 -0.09 -0.01 0.187
H -1.2260 2.0003 0.8455 0.09 -0.13 0.11 0.191
H -0.0993 0.2639 -2.0244 -0.09 -0.08 0.01 0.397
```
Positions in Å, forces in eV/Å.

The calculation puts the LUMO energy at 0.92 eV. Its total charge is 0. Its relative energy (zero: lowest compared OMol25 entry of this formula, charge and spin) is 155.5 kJ/mol. The HOMO energy comes out at -0.3637 Eh. The total energy is -9878.4487 eV. As for the SMILES: COCCNC=O.



Record 6
Density functional theory data (the ωB97M-V functional and the def2-TZVPD basis) for 2 unconnected molecules or ions with the total composition C4H9NO2.

The geometry in XYZ format:
```
16
Properties=species:S:1:pos:R:3:forces:R:3:nbo_charge:R:1
O -1.7904 -0.6856 1.1330 -0.10 -0.47 -0.33 -0.657
O -0.7346 -2.0905 -0.3098 -0.29 -0.32 0.35 -0.706
N -0.4080 0.3570 -0.9779 0.10 -0.06 -0.18 -0.585
C 0.0106 1.6524 -0.4953 0.05 0.35 -0.01 -0.258
C 1.2402 -0.0476 1.0262 -0.04 0.00 -0.04 -0.651
C -1.6488 -1.1419 0.0205 -0.41 -0.12 0.37 0.676
C 0.9158 0.4849 -0.3624 0.31 0.10 -0.02 -0.070
H 1.8347 0.7150 1.5451 -0.05 -0.16 -0.11 0.219
H 0.3410 -0.2249 1.6205 0.11 0.07 -0.14 0.251
H 1.8427 -0.9641 1.0043 -0.16 0.12 -0.12 0.206
H -0.2523 -2.2875 0.5052 0.11 -0.01 0.01 0.483
H 0.2223 2.4326 -1.2175 0.01 0.00 0.09 0.198
H 1.7309 0.3901 -1.0748 0.02 0.28 0.10 0.195
H -0.3733 0.2454 -1.9863 0.24 0.11 0.11 0.371
H -0.5309 1.9528 0.4023 0.14 0.07 -0.17 0.210
H -2.3553 -1.0279 -0.8058 -0.05 0.04 0.11 0.119
```
Positions in Å, forces in eV/Å.

The calculation puts the LUMO energy at 0.92 eV. Its total charge is 0. Its relative energy (zero: lowest compared OMol25 entry of this formula, charge and spin) is 234.4 kJ/mol. The HOMO energy comes out at -0.3451 Eh. The total energy is -9877.6308 eV. As for the SMILES: C[C@@H]1CN1.O=CO.



Record 7
Density functional theory data (the ωB97M-V functional and the def2-TZVPD basis) for a single C4H9NO2 molecule in a non-equilibrium geometry.

The geometry in XYZ format:
```
16
Properties=species:S:1:pos:R:3:forces:R:3:nbo_charge:R:1
O 1.1490 -2.0914 0.1388 0.18 0.44 -0.21 -0.723
O -0.1228 2.1597 0.3161 -0.51 -0.22 0.93 -0.645
N -1.9949 0.9629 0.3616 -0.30 -0.05 -0.07 -0.805
C -0.6778 1.0907 0.5851 -0.31 0.77 0.88 0.706
C 0.9859 0.1158 -1.1201 0.51 0.74 0.14 -0.747
C 0.0290 -0.1683 1.0654 -0.07 0.30 0.25 -0.519
C 0.3443 -0.9615 -0.2047 -0.32 0.83 -0.02 0.105
H -0.5695 -0.7120 1.8041 0.07 -0.01 -0.15 0.220
H 0.8578 -0.1887 -2.1761 0.01 0.75 0.37 0.212
H -0.5975 -1.3614 -0.6222 0.26 0.33 -0.07 0.155
H 2.0501 0.1169 -0.8966 0.44 -0.39 -0.12 0.210
H 0.7500 1.2828 -0.7360 0.53 -3.45 -2.14 0.310
H -2.5121 0.1513 0.6440 -0.06 -0.02 -0.09 0.398
H -2.4505 1.7369 -0.0952 -0.14 -0.09 0.16 0.410
H 0.9836 0.1175 1.5136 -0.15 0.02 0.04 0.241
H 1.7755 -2.2512 -0.5777 -0.13 0.06 0.09 0.474
```
Positions in Å, forces in eV/Å.

The calculation puts the LUMO energy at 0.82 eV. Its total charge is 0. Its relative energy (zero: lowest compared OMol25 entry of this formula, charge and spin) is 169.0 kJ/mol. The HOMO energy comes out at -0.3569 Eh. The total energy is -9878.3087 eV. As for the SMILES: C[C@@H](O)CC(N)=O.



Record 8
Density functional theory data (the ωB97M-V functional and the def2-TZVPD basis) for a single C4H9NO2 molecule.

The geometry in XYZ format:
```
16
Properties=species:S:1:pos:R:3:forces:R:3:nbo_charge:R:1
O -1.4351 -2.0345 -0.3289 0.23 0.10 0.29 -0.647
O -1.9190 0.4943 -1.1408 -0.12 -0.17 -0.01 -0.731
N 0.0194 -0.7588 0.9369 -0.04 -0.12 0.03 -0.604
C 0.0779 0.5606 0.2887 -0.04 0.12 -0.06 -0.077
C 1.5403 1.0000 0.2582 0.06 0.05 -0.02 -0.613
C -0.6726 -1.8718 0.6126 -0.09 -0.06 -0.13 0.539
C -0.5246 0.5918 -1.1196 0.36 0.11 0.00 -0.067
H 2.1301 0.3246 -0.3720 -0.09 0.10 0.09 0.214
H 1.6294 2.0145 -0.1414 -0.03 -0.13 0.06 0.221
H -0.4662 -2.6960 1.3201 -0.03 0.11 -0.06 0.117
H -2.1071 -0.4463 -0.9701 -0.05 0.10 -0.02 0.496
H -0.5081 1.2639 0.8957 0.07 -0.09 -0.06 0.199
H -0.0402 -0.1773 -1.7412 -0.10 0.08 0.08 0.170
H -0.2673 1.5686 -1.5455 -0.01 -0.13 0.06 0.182
H 1.9796 1.0023 1.2627 -0.07 -0.02 -0.14 0.207
H 0.5634 -0.8359 1.7846 -0.05 -0.03 -0.11 0.393
```
Positions in Å, forces in eV/Å.

The calculation puts the LUMO energy at 0.71 eV. Its total charge is 0. Its relative energy (zero: lowest compared OMol25 entry of this formula, charge and spin) is 80.0 kJ/mol. The HOMO energy comes out at -0.3660 Eh. The total energy is -9879.2317 eV. As for the SMILES: C[C@@H](CO)NC=O.



Number 1: frontier orbital gap 9.900 eV. Number 2: frontier orbital gap 10.732 eV. Number 3: frontier orbital gap 10.983 eV. Number 4: frontier orbital gap 10.680 eV. Number 5: frontier orbital gap 10.812 eV. Number 6: frontier orbital gap 10.316 eV. Number 7: frontier orbital gap 10.532 eV. Number 8: frontier orbital gap 10.670 eV.